This record from OMol25 describes a 9-piece molecular cluster, C44H78F3N3O38PS9 overall at a distorted geometry. The level of theory is ωB97M-V/def2-TZVPD.

Computed properties:
Frontier orbital gap: 6.88 eV
HOMO: -10.320 eV
Molecular weight: 1633.66 g/mol
Charge: +1
Strongest force on any atom: 7.14 eV/A

Last column: Mulliken charge in e.
Geometry (Å):
C1 -6.250 -1.097 -3.014  -1.044
C2 -4.762 -0.474 -2.948  0.147
C3 -4.328 0.187 -4.335  -0.416
N1 -2.851 0.502 -4.427  -0.300
C4 -2.272 0.679 -3.094  -0.852
N2 -2.670 1.827 -2.385  0.183
C5 -2.180 2.107 -1.071  -1.052
C6 -2.681 3.439 -0.399  -0.946
C7 -1.600 4.618 -0.359  -0.548
C8 -0.516 4.573 -1.526  -1.064
P1 1.214 4.064 -0.928  0.417
O1 1.393 2.638 -1.430  -0.630
O2 2.294 5.090 -1.696  0.564
C9 3.122 4.401 -2.666  0.069
C10 4.328 3.588 -2.023  -1.054
O3 1.298 4.109 0.742  -0.285
C11 2.660 4.246 1.235  0.104
C12 3.091 3.028 2.185  -0.717
C13 -1.214 1.225 -0.370  1.340
C14 -0.655 1.544 1.066  0.708
C15 -1.064 0.479 2.177  -0.165
O4 -2.199 0.812 2.990  -0.421
C16 -1.987 2.022 3.735  -0.585
C17 -0.691 2.027 4.649  0.679
F1 0.404 2.534 3.899  -0.200
F2 -0.892 2.984 5.660  -0.305
F3 -0.347 0.784 5.167  -0.120
C18 -0.754 -0.019 -1.120  0.717
C19 0.256 -0.958 -0.519  -0.545
C20 0.734 -2.154 -1.276  -0.211
S1 2.001 -3.190 -0.463  -0.138
C21 0.212 -2.486 -2.665  0.073
O5 0.605 -3.554 -3.460  -0.482
C22 0.388 -4.842 -2.821  -0.841
C23 -0.905 -4.937 -1.917  0.336
N3 -0.967 -6.369 -1.437  -0.428
C24 -1.930 -6.470 -0.272  -0.480
C25 -1.278 -6.068 1.130  0.789
C26 -1.950 -4.678 1.602  -1.106
O6 -1.622 -7.093 2.100  -0.595
C27 -0.803 -1.544 -3.259  -0.459
C28 -1.292 -0.299 -2.507  0.636
H1 -6.439 -1.586 -4.016  0.314
H2 -6.318 -1.821 -2.149  0.362
H3 -6.953 -0.216 -2.799  0.233
H4 -4.076 -1.351 -2.709  0.196
H5 -4.798 0.277 -2.092  0.125
H6 -4.576 -0.586 -5.134  0.384
H7 -4.970 1.096 -4.555  0.031
H8 -2.820 1.422 -4.896  0.460
H9 -3.328 2.482 -2.831  0.483
H10 -2.941 3.181 0.679  0.059
H11 -3.644 3.809 -0.867  0.553
H12 -1.175 4.669 0.684  0.215
H13 -2.185 5.589 -0.503  0.568
H14 -0.386 5.653 -1.882  0.507
H15 -0.822 3.987 -2.440  0.401
H16 3.605 5.218 -3.299  0.196
H17 2.549 3.753 -3.397  0.302
H18 3.938 2.705 -1.418  0.165
H19 4.879 4.245 -1.268  0.253
H20 5.054 3.168 -2.780  0.403
H21 3.447 4.339 0.435  -0.207
H22 2.672 5.177 1.893  0.354
H23 2.393 2.160 2.005  -0.012
H24 4.172 2.796 1.945  0.378
H25 2.943 3.366 3.255  0.242
H26 0.482 1.483 0.966  -0.580
H27 -0.882 2.617 1.319  -0.063
H28 -1.357 -0.470 1.610  0.244
H29 -0.144 0.175 2.784  0.086
H30 -2.867 2.110 4.449  0.531
H31 -2.065 2.951 3.074  0.270
H32 0.674 -0.779 0.513  0.335
H33 3.111 -2.380 -0.331  0.153
H34 0.246 -5.595 -3.667  0.368
H35 1.323 -5.177 -2.270  0.317
H36 -0.842 -4.314 -0.958  -0.121
H37 -1.879 -4.767 -2.478  0.190
H38 -0.044 -6.498 -0.983  0.306
H39 -2.783 -5.772 -0.534  0.436
H40 -2.239 -7.567 -0.223  -0.144
H41 -0.164 -5.880 1.100  0.170
H42 -3.008 -4.569 1.224  0.347
H43 -1.921 -4.614 2.742  0.349
H44 -1.332 -3.796 1.221  -0.027
H45 -2.321 -6.700 2.661  0.337
H46 -1.226 -1.684 -4.291  0.369
C29 -2.013 -10.939 0.499  -0.215
C30 -3.060 -12.038 0.495  -0.356
O7 -4.188 -11.470 -0.171  -0.316
S2 -3.670 -10.422 -1.291  1.139
O8 -3.653 -11.086 -2.550  -0.557
O9 -4.330 -9.179 -1.082  -0.525
O10 -2.144 -10.292 -0.768  -0.295
H47 -2.215 -10.202 1.281  0.197
H48 -1.004 -11.331 0.624  0.325
H49 -3.329 -12.360 1.501  0.311
H50 -2.725 -12.902 -0.085  0.294
C31 -3.010 -1.911 7.294  -0.218
C32 -4.500 -2.021 6.996  -0.506
O11 -4.714 -1.183 5.860  -0.388
S3 -3.383 -1.205 4.935  0.849
O12 -3.581 -2.150 3.885  -0.589
O13 -2.977 0.139 4.694  -0.476
O14 -2.372 -1.863 6.014  0.020
H51 -2.780 -0.983 7.825  0.239
H52 -2.643 -2.758 7.871  0.293
H53 -5.117 -1.697 7.834  0.330
H54 -4.771 -3.043 6.718  0.333
C33 4.325 9.573 -3.481  -0.084
C34 3.044 10.308 -3.134  -0.425
O15 2.217 9.328 -2.501  -0.365
S4 3.156 8.283 -1.695  0.962
O16 3.196 8.678 -0.326  -0.620
O17 2.811 6.957 -2.103  -0.574
O18 4.564 8.691 -2.379  -0.353
H55 4.201 8.968 -4.381  0.087
H56 5.166 10.251 -3.615  0.352
H57 2.550 10.720 -4.013  0.341
H58 3.231 11.109 -2.413  0.310
C35 1.562 -4.631 7.765  -0.428
C36 0.507 -5.724 7.768  -0.484
O19 -0.663 -5.113 7.215  -0.380
S5 -0.215 -4.001 6.128  1.104
O20 -0.285 -4.585 4.832  -0.502
O21 -0.858 -2.767 6.452  -0.608
O22 1.348 -3.908 6.550  -0.035
H59 1.420 -3.942 8.601  0.317
H60 2.574 -5.034 7.796  0.349
H61 0.305 -6.106 8.768  0.338
H62 0.795 -6.553 7.115  0.318
C37 3.751 -2.204 5.392  -0.174
C38 4.063 -0.719 5.350  -0.177
O23 5.432 -0.619 5.746  -0.366
S6 6.225 -1.938 5.246  0.969
O24 6.882 -1.630 4.018  -0.388
O25 6.904 -2.503 6.360  -0.576
O26 4.932 -2.850 4.911  -0.298
H63 3.571 -2.541 6.415  0.056
H64 2.895 -2.464 4.770  0.278
H65 3.425 -0.141 6.017  0.303
H66 3.976 -0.325 4.333  0.268
C39 3.663 6.763 -7.872  -0.319
C40 5.146 6.794 -7.552  -0.271
O27 5.588 8.083 -7.980  -0.314
S7 4.385 9.147 -7.786  1.066
O28 4.587 9.831 -6.551  -0.471
O29 4.183 9.826 -9.016  -0.533
O30 3.188 8.078 -7.579  -0.312
H67 3.491 6.567 -8.934  0.301
H68 3.128 6.023 -7.277  0.309
H69 5.699 6.008 -8.065  0.329
H70 5.321 6.717 -6.475  0.216
C41 -9.057 2.574 -5.556  -0.298
C42 -9.446 3.795 -4.744  -0.405
O31 -8.666 3.704 -3.548  -0.315
S8 -7.253 3.001 -3.889  1.166
O32 -6.274 4.021 -4.074  -0.610
O33 -7.064 1.911 -2.992  -0.513
O34 -7.651 2.414 -5.341  -0.308
H71 -9.562 1.677 -5.188  0.288
H72 -9.269 2.699 -6.617  0.304
H73 -10.509 3.818 -4.510  0.320
H74 -9.168 4.719 -5.259  0.310
C43 8.103 -0.826 1.245  -0.211
C44 8.348 -2.298 1.520  -0.233
O35 7.413 -2.988 0.687  -0.305
S9 7.175 -2.133 -0.665  0.984
O36 8.004 -2.670 -1.688  -0.563
O37 5.773 -1.939 -0.831  -0.368
O38 7.832 -0.745 -0.158  -0.350
H75 7.223 -0.466 1.784  0.201
H76 8.963 -0.209 1.504  0.328
H77 8.197 -2.556 2.567  0.241
H78 9.356 -2.595 1.214  0.321

Atomic forces in eV per Å
0.7 1.3 0.5
-0.8 -0.5 -0.3
-1.4 -1.3 0.4
-0.1 1.0 1.7
0.6 0.2 0.6
2.5 -2.4 1.0
1.3 -0.8 1.4
0.1 -0.5 0.4
-1.0 0.4 -0.5
0.5 2.1 1.1
0.0 -2.9 -2.0
-0.2 1.9 1.1
-2.3 -5.2 2.0
2.1 -0.3 -1.4
-0.6 -0.2 1.1
0.6 1.0 -2.7
1.3 0.1 1.9
-0.8 0.9 -0.4
-1.6 0.0 -2.5
0.7 -0.3 -1.0
0.1 -0.8 -1.3
3.1 2.6 -2.9
-1.1 0.3 0.4
0.1 1.3 -0.6
-1.4 -1.3 1.5
0.6 -2.2 -1.4
-0.4 2.7 -0.7
0.1 0.2 0.0
-0.6 -1.3 -2.7
-1.0 2.6 0.0
-0.2 0.3 -0.4
-2.1 3.1 -0.2
-0.7 1.1 1.9
-0.5 -1.6 -0.3
0.3 -0.9 0.8
0.4 1.1 0.9
0.9 -0.5 -0.6
-2.0 1.5 0.1
0.9 0.0 0.3
0.0 1.0 -0.2
1.1 0.2 2.2
0.5 -0.1 0.4
0.1 0.5 1.3
-0.1 0.6 -1.2
0.8 -1.7 -0.6
-0.5 1.3 -0.2
0.4 -1.0 -1.1
0.4 1.0 0.9
0.8 -0.9 0.4
0.4 -0.7 0.2
0.4 -0.5 0.4
0.2 0.3 -1.4
1.1 -0.6 0.3
-0.1 -0.1 -1.3
0.7 -1.3 0.3
-0.1 -1.4 0.4
0.6 0.3 1.2
-0.9 -0.8 1.0
0.3 0.6 1.2
0.4 1.1 -0.9
-0.5 -0.7 -1.2
-0.9 0.7 0.6
-1.3 0.1 0.6
0.0 -1.0 -1.2
1.0 0.7 0.1
-1.3 0.0 0.5
0.4 -0.6 -1.2
-1.5 0.3 0.0
0.2 -1.3 -0.1
0.2 1.2 0.9
-1.2 0.7 -0.5
1.3 -0.1 -1.0
0.8 -1.1 0.9
-0.5 -0.2 -1.5
-1.0 0.0 -0.4
0.2 1.2 1.0
-1.2 0.6 -0.4
-0.1 -0.1 -1.6
1.4 0.2 0.6
-0.5 -0.3 -0.6
0.7 -1.2 0.5
0.1 1.6 0.1
-1.0 -0.7 -0.1
1.1 -0.2 0.5
-0.1 0.0 -1.5
-0.9 -1.1 0.4
0.6 -0.4 -0.4
0.7 -0.1 1.3
-0.1 0.1 0.7
0.5 -0.4 -0.2
0.2 0.7 -0.1
0.3 -0.3 0.3
-0.1 0.5 0.2
0.0 -0.4 -0.2
-0.6 -0.3 -0.3
0.0 0.0 0.0
0.0 0.1 -0.3
-0.2 0.1 -0.1
0.0 0.0 0.1
-0.5 0.5 0.3
0.1 -0.5 0.1
0.3 0.3 -0.2
-0.3 0.0 1.3
0.3 0.5 0.0
-2.3 -2.8 3.3
-5.9 3.1 -2.1
0.0 -0.1 0.0
0.1 0.0 -0.2
0.0 0.2 -0.2
0.0 0.0 0.1
-0.2 0.0 -0.6
0.4 0.6 0.2
0.3 -0.7 0.1
0.3 0.6 -0.7
0.0 -0.5 -0.3
0.9 4.2 -0.1
-0.6 0.1 0.6
0.0 0.1 0.0
0.0 -0.2 0.2
-0.1 -0.2 0.1
0.0 0.0 -0.1
0.0 0.0 0.6
0.5 -0.5 -0.2
0.2 0.8 -0.1
0.4 -0.2 0.6
-0.1 0.5 0.2
5.8 -4.1 1.0
-0.4 -0.4 -0.3
0.0 -0.1 0.0
-0.1 0.1 -0.2
-0.2 0.2 -0.1
0.0 0.0 0.1
-0.4 0.2 0.5
-0.4 0.0 -0.6
0.3 -0.8 0.1
-0.8 0.1 0.3
-0.1 -0.2 0.5
0.1 0.3 -0.5
0.6 0.6 -0.2
0.0 0.1 -0.1
0.2 -0.1 -0.1
0.3 0.0 0.1
-0.1 0.0 0.0
0.1 -0.4 -0.5
-0.1 -0.3 0.5
-0.6 0.4 -0.3
0.1 -0.5 -0.2
-0.2 0.0 -0.4
0.2 0.1 0.5
0.6 0.4 0.3
0.0 0.0 0.1
-0.1 0.3 0.1
0.1 0.3 -0.1
0.0 -0.1 0.0
-0.7 -0.3 0.1
0.0 0.4 -0.6
0.6 -0.7 0.0
-1.0 0.3 -0.5
0.1 -0.6 0.2
0.3 0.7 0.0
0.4 0.5 0.6
0.0 0.1 0.0
0.3 0.0 0.1
0.2 -0.1 0.3
-0.1 -0.1 0.0
-0.3 0.0 0.6
0.8 0.0 0.1
-0.6 0.6 -0.5
0.6 0.0 0.7
-0.5 0.3 0.0
0.2 -0.2 -0.1
-0.1 -0.7 -0.4
0.1 -0.1 0.0
0.0 0.0 -0.3
-0.2 -0.1 -0.3
0.0 0.1 0.0